(1)
Molecular formula: CH4FOP
Method: DFT, ωB97M-V/def2-TZVPD

CARTESIAN COORDINATES (ANGSTROEM)
C: -0.0705 0.7260 -0.2142
O: -1.0035 0.7284 0.8273
F: 1.7046 -1.1554 -1.0555
P: 1.3527 -0.3662 0.2893
H: -0.5258 0.1147 -1.1336
H: 0.1999 1.7263 -0.4818
H: -1.3285 -0.1884 0.8059
H: -0.3290 -1.5855 0.9625

Properties
E_tot in eV: -15153.0085
Energy above the lowest of the compared OMol25 structures with the same formula, charge and spin in eV: 3.6124
Strongest force on any atom in Eh/bohr: 0.0689
Spin multiplicity: 1

=====

(2)
Molecular formula: CH4FOP
Method: DFT, ωB97M-V/def2-TZVPD

CARTESIAN COORDINATES (ANGSTROEM)
C: 0.4494 -0.3752 0.2211
O: 1.2304 1.4626 -0.1423
F: -1.8886 0.5094 0.7126
P: -1.1201 -0.2031 -0.5768
H: 1.0326 -1.0138 -0.4229
H: 0.2883 -0.3732 1.3398
H: 1.4079 1.4067 -1.1328
H: -1.3999 -1.4133 0.0013

Properties
E_tot in eV: -15152.8392
Energy above the lowest of the compared OMol25 structures with the same formula, charge and spin in eV: 3.7817
Strongest force on any atom in Eh/bohr: 0.0816
Spin multiplicity: 1

=====

(3)
Molecular formula: CH4I2OSi
Method: DFT, ωB97M-V/def2-TZVPD

CARTESIAN COORDINATES (ANGSTROEM)
C: 1.3815 0.0425 0.7110
O: -0.2567 -0.2194 0.6891
Si: -1.4475 -0.0916 -0.4698
I: 2.3722 -1.5759 -0.2084
I: 1.7386 1.8801 -0.2478
H: 1.3405 0.2194 1.8392
H: -2.3766 -1.0361 0.1064
H: -1.0761 -0.6111 -1.8180
H: -1.6759 1.3920 -0.6017

Properties
E_tot in eV: -27226.8960
Energy above the lowest of the compared OMol25 structures with the same formula, charge and spin in eV: 3.8043
Strongest force on any atom in Eh/bohr: 0.0972
Spin multiplicity: 1